Run 1
Density functional theory data (ωB97M-V/def2-TZVPD) for 2 unconnected molecules or ions with the total composition CH6NOS.

Calculated values
HOMO energy = -2.84 eV

Geometry as ORCA input:
```
! RIJCOSX wB97M-V def2-TZVPD def2/J DEFGRID3
* xyz -1 1
H 1.539 0.378 -0.663
O -1.069 1.379 -0.229
H -0.224 2.580 -1.473
H 1.224 1.787 0.246
H 0.232 -1.668 2.222
C -0.105 1.483 -1.200
N 1.216 1.283 -0.615
S -0.037 -2.079 0.930
H -0.218 0.864 -1.941
H -1.288 0.414 0.060
*
```

Run 2
Density functional theory data (ωB97M-V/def2-TZVPD) for 2 unconnected molecules or ions with the total composition CH6NOS.

Calculated values
HOMO energy = -2.95 eV

Geometry as ORCA input:
```
! RIJCOSX wB97M-V def2-TZVPD def2/J DEFGRID3
* xyz -1 1
H 1.404 -1.146 -0.673
H 1.558 1.291 -0.037
O 0.677 -0.639 1.427
H -0.218 -0.305 1.633
H -0.010 1.322 -0.510
H -2.136 0.304 -1.091
H -0.315 -0.956 -0.403
S -2.459 -0.066 0.220
N 0.832 0.786 -0.499
C 0.667 -0.591 -0.066
*
```

Best to worst by energy: run 2, run 1.

Run 1
Density functional theory data (ωB97M-V/def2-TZVPD) for a gas-phase ion, C2H8NO2 (charge +1).

Calculated values
SMILES string = C[NH2+]COO
HOMO energy = -14.85 eV

Geometry as ORCA input:
```
! RIJCOSX wB97M-V def2-TZVPD def2/J DEFGRID3
* xyz 1 1
C -0.979 0.577 1.436
O 1.223 0.217 -2.207
H 0.899 0.794 0.127
H -0.608 0.896 2.368
N 0.217 0.271 0.647
H 0.764 -0.373 1.294
H 1.767 -0.080 -3.041
H -1.584 1.358 0.982
C -0.080 -0.688 -0.473
H -0.784 -0.206 -1.240
H -0.347 -1.666 -0.244
H -1.644 -0.255 1.609
O 1.156 -0.844 -1.260
*
```

Run 2
Density functional theory data (ωB97M-V/def2-TZVPD) for 2 unconnected molecules or ions with the total composition C2H8NO2.

Calculated values
HOMO energy = -15.65 eV

Geometry as ORCA input:
```
! RIJCOSX wB97M-V def2-TZVPD def2/J DEFGRID3
* xyz 1 1
H 1.163 0.502 1.324
O 1.033 -1.087 -1.305
H 0.497 -0.770 0.376
O -0.401 0.497 -1.907
H 0.882 -0.432 -3.212
H -1.186 0.927 0.683
N 0.458 -0.233 1.276
H 0.765 -0.945 1.941
C -0.913 0.306 1.533
H -1.625 -0.502 1.563
H -0.389 1.222 -2.558
C 0.591 -0.370 -2.159
H -0.874 0.885 2.446
*
```

Run 3
Density functional theory data (ωB97M-V/def2-TZVPD) for 2 unconnected molecules or ions with the total composition C2H8NO2.

Calculated values
HOMO energy = -15.27 eV

Geometry as ORCA input:
```
! RIJCOSX wB97M-V def2-TZVPD def2/J DEFGRID3
* xyz 1 1
H 1.010 0.943 1.663
H 0.289 0.257 0.279
H 2.544 0.855 0.004
H 0.639 -0.806 1.346
C 2.368 -0.113 0.374
N 0.970 0.113 1.015
C -2.426 -0.223 -0.725
O -1.215 -0.251 -0.434
H 3.150 -0.263 1.133
H 2.238 -0.980 -0.272
H -3.229 0.085 -0.016
H -3.399 0.572 -2.413
O -2.939 -0.189 -1.956
*
```

Best to worst by energy: run 2, run 3, run 1.

Run 1
Density functional theory data (ωB97M-V/def2-TZVPD) for 2 unconnected molecules or ions with the total composition CH2ClNO2S2.

Calculated values
HOMO energy (spin up / spin down) = -10.54 / -9.04 eV

Geometry as ORCA input:
```
! RIJCOSX wB97M-V def2-TZVPD def2/J DEFGRID3
* xyz 0 1
O 1.569 -1.319 1.065
O 2.685 0.603 -0.153
N -0.592 0.849 0.257
Cl -1.460 -1.136 -1.177
S -3.146 0.894 0.204
S 1.542 -0.373 -0.018
H -0.762 1.311 1.119
H 1.790 -1.105 -1.133
C -1.626 0.276 -0.163
*
```

Run 2
Density functional theory data (ωB97M-V/def2-TZVPD) for 2 unconnected molecules or ions with the total composition CH2ClNO2S2.

Calculated values
HOMO energy = -10.05 eV

Geometry as ORCA input:
```
! RIJCOSX wB97M-V def2-TZVPD def2/J DEFGRID3
* xyz 0 1
H -0.888 1.536 0.401
O -1.536 -0.825 -0.578
S 1.379 -1.730 -0.550
S -2.465 0.266 -0.349
C 1.569 -0.141 0.384
H 0.155 -1.475 -0.568
Cl 3.062 0.533 0.224
N -1.824 1.509 0.189
O 0.548 0.327 0.847
*
```

Best to worst by energy: run 2, run 1.

Run 1
Density functional theory data (ωB97M-V/def2-TZVPD) for 6 unconnected molecules or ions with the total composition C5H22N2O6.

Calculated values
SMILES string = C[C@@H](N)CNCC=O.O.O.O.O.O
HOMO energy = -9.15 eV

Geometry as ORCA input:
```
! RIJCOSX wB97M-V def2-TZVPD def2/J DEFGRID3
* xyz 0 1
H 1.423 -1.479 -0.711
O -1.625 2.136 -2.083
H -0.854 -1.622 -0.862
H -1.877 0.770 0.619
H 0.514 -3.915 -0.366
C -2.645 -1.308 0.856
H -1.630 2.821 1.208
O 3.591 -0.524 -1.136
H 3.533 0.249 1.688
H -3.094 -0.898 1.766
H -1.435 3.074 -2.114
N 0.189 0.099 -1.246
O 1.568 2.477 1.233
C 1.268 -0.818 -1.607
O -1.198 3.176 0.439
H -1.787 1.849 -1.191
O -0.057 -3.467 0.262
O 2.692 -0.173 1.909
H 2.459 1.074 -1.565
C -1.533 -0.258 0.547
C -1.078 -0.542 -0.952
H -1.861 -0.311 -1.684
H 0.480 -2.833 0.740
H 1.082 -1.440 -2.492
H -3.588 -1.178 0.291
H 2.392 2.854 1.052
H -0.661 -0.145 2.408
H 0.054 -1.204 1.346
H 0.166 0.718 -2.053
H 1.565 1.594 1.624
H -0.488 2.540 0.179
H -2.275 -2.326 0.858
N -0.427 -0.325 1.441
H 2.590 -0.649 1.074
C 2.550 -0.018 -1.479
*
```

Run 2
Density functional theory data (ωB97M-V/def2-TZVPD) for 6 unconnected molecules or ions with the total composition C5H22N2O6.

Calculated values
SMILES string = CCN(C)CC(N)=O.O.O.O.O.O
HOMO energy = -8.99 eV

Geometry as ORCA input:
```
! RIJCOSX wB97M-V def2-TZVPD def2/J DEFGRID3
* xyz 0 1
H -4.632 -0.225 -1.226
O -1.529 -2.367 0.439
H -3.531 -0.130 -2.318
O 1.714 -1.586 2.735
H 0.634 1.328 -1.991
H 3.571 1.835 0.746
N 1.692 1.583 -0.167
H 0.753 -1.397 2.747
H -1.229 0.284 -2.195
H 1.000 -1.929 0.420
H -1.280 2.281 1.372
N 1.527 -1.233 -0.084
H 2.940 3.327 -0.107
H 2.110 -0.963 3.357
H -0.056 2.677 -0.566
O -1.053 -1.760 3.211
H 0.077 1.762 2.341
H 0.917 3.415 0.579
H -2.025 -3.099 0.064
O -4.464 -0.358 -2.160
C 2.984 2.238 -0.086
H -0.515 0.748 1.081
C -0.311 1.797 1.329
H 3.631 2.011 -0.946
H -1.268 -2.080 2.320
C 1.394 0.853 -1.392
C 0.577 2.431 0.287
H 2.242 -0.877 0.527
O -1.951 0.924 -2.356
H -0.893 -2.093 -0.254
H -0.766 -2.517 3.730
C 0.921 -0.548 -1.050
H -2.022 0.912 -3.319
O -0.115 -1.028 -1.543
H 2.277 0.881 -2.041
*
```

Best to worst by energy: run 2, run 1.

Run 1
Density functional theory data (ωB97M-V/def2-TZVPD) for a gas-phase ion, C3H7IN (charge +1).

Calculated values
SMILES string = C[N@H+]1C[C@@H]1I
HOMO energy = -14.29 eV

Geometry as ORCA input:
```
! RIJCOSX wB97M-V def2-TZVPD def2/J DEFGRID3
* xyz 1 1
H 0.847 1.871 0.409
H -0.562 0.499 -1.110
C -0.143 -1.339 -0.056
H 1.756 0.471 0.506
I -2.983 0.110 -0.075
N -0.013 0.123 -0.378
H 1.593 1.312 -1.064
H -0.438 -1.957 -0.775
H 0.686 -1.693 0.456
H -0.839 -0.131 1.672
C -1.026 -0.272 0.591
C 1.120 1.008 -0.175
*
```

Run 2
Density functional theory data (ωB97M-V/def2-TZVPD) for a gas-phase ion, C3H7IN (charge +1).

Calculated values
SMILES string = C[N@H+]1C[C@@H]1I
HOMO energy = -14.22 eV

Geometry as ORCA input:
```
! RIJCOSX wB97M-V def2-TZVPD def2/J DEFGRID3
* xyz 1 1
C -1.319 0.007 0.242
H 0.119 -0.886 1.717
H 0.340 1.337 -0.418
H -1.836 -1.036 -0.015
C 0.955 -0.494 -1.075
C -0.205 0.044 1.205
N 0.019 0.333 -0.235
H 0.356 -1.391 -1.352
H 1.332 -0.065 -2.023
H 1.834 -0.591 -0.432
I 0.364 1.765 2.258
H -1.959 0.976 0.130
*
```

Best to worst by energy: run 1, run 2.

Run 1
Density functional theory data (ωB97M-V/def2-TZVPD) for a molecular structure, C9H18N2O3.

Calculated values
HOMO energy = -9.73 eV

Geometry as ORCA input:
```
! RIJCOSX wB97M-V def2-TZVPD def2/J DEFGRID3
* xyz 0 1
C 2.568 -1.760 -1.244
H 3.062 -2.695 -0.679
H -0.384 -0.091 1.464
H 3.238 -1.827 1.532
N -2.623 -0.724 1.513
H 3.139 0.123 1.733
O 1.694 3.270 0.626
H -2.510 0.569 1.872
H -3.615 -0.291 -1.676
H 1.605 -2.223 -1.971
H 1.580 0.997 1.329
H 0.919 -1.413 -0.005
H -4.005 -1.015 1.771
C 2.509 -0.857 1.202
N -0.386 0.580 0.645
H 1.415 -0.802 1.761
C -2.444 -0.568 0.049
H -3.747 1.138 -0.498
C 0.777 2.612 0.174
H 3.559 -1.071 -1.958
C 1.929 -0.968 -0.257
C 1.537 0.486 -0.783
O -0.311 2.870 -0.658
C 0.821 1.132 0.377
C -1.376 0.413 -0.241
H -1.853 -1.494 -0.432
H -0.582 1.902 -1.009
C -3.707 0.014 -0.633
O -1.553 0.932 -1.436
H 0.792 0.202 -1.716
H -4.608 -0.486 0.165
H 2.559 1.046 -1.017
*
```

Run 2
Density functional theory data (ωB97M-V/def2-TZVPD) for C9H18N2O3 in the gas phase.

Calculated values
SMILES string = CC(C)C[C@H](N)C(=O)N[C@@H](C)C(=O)O
HOMO energy = -9.01 eV

Geometry as ORCA input:
```
! RIJCOSX wB97M-V def2-TZVPD def2/J DEFGRID3
* xyz 0 1
H 2.042 0.249 -1.819
O -2.753 -2.322 -0.389
C -2.629 0.875 1.652
H 1.092 2.553 -0.288
H -0.842 -1.469 -1.407
H 1.171 0.919 0.886
H 3.792 1.919 -1.703
H -1.888 1.483 0.977
H -3.252 -2.297 -1.240
H 3.484 2.053 0.053
H -2.427 0.652 2.783
O -2.923 -0.174 -1.241
O 0.634 -2.675 1.618
C 3.399 1.408 -0.914
H -3.277 -1.144 1.750
C 1.596 0.238 0.216
H 3.957 0.545 -0.794
C 0.883 -1.122 -0.086
C 0.196 -1.619 1.129
H -3.654 1.393 1.787
C -2.751 -0.894 -0.267
H 0.576 -2.047 -1.956
N -1.010 -0.960 1.603
H -0.020 1.694 -1.059
N 0.194 -1.324 -1.372
C -2.565 -0.512 1.149
H 2.440 -0.157 0.767
C 0.926 2.126 -1.215
C 1.979 1.020 -0.977
H 1.718 -1.851 -0.064
H -1.241 -1.536 2.388
H 1.151 2.977 -1.965
*
```

Best to worst by energy: run 2, run 1.

Run 1
Density functional theory data (ωB97M-V/def2-TZVPD) for C4H7FO in the gas phase.

Calculated values
SMILES string = CC(=O)[C@@H](C)F
HOMO energy = -9.86 eV

Geometry as ORCA input:
```
! RIJCOSX wB97M-V def2-TZVPD def2/J DEFGRID3
* xyz 0 1
C -0.182 0.530 -0.612
H 0.524 0.144 -2.622
H 1.832 0.453 -1.519
H -0.952 -1.485 1.263
C -0.796 -0.502 1.676
O 1.229 0.626 1.303
H -0.395 -0.542 2.690
C 0.840 0.001 -1.592
F -1.414 0.008 -0.929
H -1.782 0.014 1.646
H -0.121 1.618 -0.656
H 1.023 -1.103 -1.481
C 0.194 0.238 0.832
*
```

Run 2
Density functional theory data (ωB97M-V/def2-TZVPD) for C4H7FO in the gas phase.

Calculated values
SMILES string = COC/C=C/F
HOMO energy = -9.75 eV

Geometry as ORCA input:
```
! RIJCOSX wB97M-V def2-TZVPD def2/J DEFGRID3
* xyz 0 1
C -2.179 0.319 -0.278
H 2.709 -0.950 -0.643
C -0.959 -0.010 0.182
H 0.549 0.965 1.215
C 1.767 -0.827 -0.121
H -0.836 -0.997 0.636
C 0.213 0.865 0.181
H -2.382 1.281 -0.706
O 1.288 0.409 -0.602
H 1.900 -0.795 0.946
H -0.013 1.878 -0.155
F -3.198 -0.521 -0.214
H 1.142 -1.617 -0.441
*
```

Best to worst by energy: run 1, run 2.